No. 1
Below is 4 unconnected molecules or ions with the total composition C2H12N2O3, with properties calculated with ωB97M-V with the def2-TZVPD basis set.

Summary:
Multiplicity: 1
Net charge: 0
SMILES: N/C=C/N.O.O.O
HOMO-LUMO gap (eV): 8.47
ΔE to the lowest compared entry with this formula, charge and spin (eV): 2.6669

Positions of all 19 atoms, in Å:
N1 -2.521 -0.759 -0.771
C1 -1.181 -1.300 -0.988
C2 -0.145 -0.509 -1.099
N2 1.232 -0.667 -0.874
H1 -3.021 -1.570 -0.473
H2 -2.869 -0.540 -1.684
H3 -1.034 -2.315 -0.730
H4 -0.288 0.519 -1.379
H5 1.559 -1.535 -0.374
H6 1.803 0.077 -0.535
O1 3.875 4.996 -0.533
H7 3.911 3.970 -0.548
H8 4.034 5.178 -1.405
O2 0.569 -2.527 1.780
H9 0.994 -1.723 1.686
H10 0.573 -2.838 0.962
O3 -2.525 0.268 1.833
H11 -1.862 -0.236 1.221
H12 -2.176 -0.050 2.653

What are the natural (NBO) partial charges on each atom? They are as follows, in elementary charge units: -0.81, -0.15, -0.02, -0.83, 0.36, 0.36, 0.17, 0.19, 0.35, 0.39, -0.92, 0.46, 0.46, -0.90, 0.46, 0.45, -0.93, 0.48, 0.45

No. 2
Below is 4 unconnected molecules or ions with the total composition C2H12N2O3, with properties calculated with ωB97M-V with the def2-TZVPD basis set.

Summary:
Multiplicity: 1
Net charge: 0
SMILES: N/C=C/N.O.O.O
HOMO-LUMO gap (eV): 7.79
ΔE to the lowest compared entry with this formula, charge and spin (eV): 1.5724

Positions of all 19 atoms, in Å:
N1 2.841 -0.456 1.697
C1 1.585 -0.168 1.127
C2 0.742 -1.079 0.650
N2 -0.613 -0.762 0.309
H1 3.147 0.156 2.420
H2 2.978 -1.438 1.776
H3 1.401 0.875 0.885
H4 0.906 -2.143 0.605
H5 -0.702 0.148 -0.124
H6 -1.023 -1.484 -0.263
O1 3.303 -0.812 -2.703
H7 3.796 -0.610 -3.500
H8 3.199 0.000 -2.198
O2 -3.890 1.981 -1.507
H9 -4.191 2.810 -1.907
H10 -3.511 1.598 -2.316
O3 -3.437 0.829 1.723
H11 -3.144 0.231 2.417
H12 -3.386 0.322 0.908

What are the natural (NBO) partial charges on each atom? They are as follows, in elementary charge units: -0.84, -0.09, -0.10, -0.83, 0.38, 0.37, 0.18, 0.18, 0.37, 0.36, -0.94, 0.47, 0.47, -0.92, 0.47, 0.46, -0.94, 0.47, 0.47

No. 3
Below is 4 unconnected molecules or ions with the total composition C2H12N2O3, with properties calculated with ωB97M-V with the def2-TZVPD basis set.

Summary:
Multiplicity: 1
Net charge: 0
SMILES: [H]/N=C/NC.O.O.O
HOMO-LUMO gap (eV): 10.30
ΔE to the lowest compared entry with this formula, charge and spin (eV): 0.8863

Positions of all 19 atoms, in Å:
H1 1.198 2.388 0.921
N1 1.644 1.480 0.873
C1 0.747 0.666 1.337
N2 0.553 -0.670 1.373
C2 -0.717 -1.417 1.321
H2 -0.152 1.145 1.758
H3 1.191 -1.119 0.719
H4 -0.680 -2.216 2.064
H5 -0.794 -1.859 0.334
H6 -1.528 -0.731 1.597
O1 -0.900 -0.648 -2.103
H7 -0.629 -0.816 -3.006
H8 0.000 -0.541 -1.722
O2 -2.207 1.220 -0.269
H9 -2.135 2.031 -0.775
H10 -1.632 0.616 -0.766
O3 1.775 -0.102 -1.466
H11 1.565 0.415 -0.649
H12 2.701 0.156 -1.540

What are the natural (NBO) partial charges on each atom? They are as follows, in elementary charge units: 0.36, -0.79, 0.31, -0.60, -0.41, 0.15, 0.38, 0.20, 0.21, 0.22, -0.98, 0.48, 0.49, -0.96, 0.47, 0.49, -1.01, 0.49, 0.49

No. 4
Below is 4 unconnected molecules or ions with the total composition C2H12N2O3, with properties calculated with ωB97M-V with the def2-TZVPD basis set.

Summary:
Multiplicity: 2
Net charge: +1
HOMO-LUMO gap (alpha / beta) (eV): 9.94 / 6.95
<S²>: 0.759
ΔE to the lowest compared entry with this formula, charge and spin (eV): 0.3278

Positions of all 19 atoms, in Å:
C1 0.156 -0.566 -0.959
C2 -0.738 0.168 -1.688
N1 -0.349 1.325 -2.308
N2 -0.299 -1.521 -0.126
H1 1.238 -0.486 -1.035
H2 -1.812 -0.027 -1.807
H3 -1.023 1.762 -2.930
H4 0.457 1.153 -2.917
H5 -1.196 -1.422 0.346
H6 0.391 -2.024 0.422
H7 4.274 -1.815 3.630
H8 5.081 -3.036 3.946
O1 4.323 -2.533 4.267
H9 -3.799 -0.024 1.071
H10 -3.408 0.410 -0.261
O2 -3.002 0.035 0.529
H11 0.174 2.808 -0.810
H12 -0.329 2.555 0.641
O3 -0.140 3.240 -0.011

What are the natural (NBO) partial charges on each atom? They are as follows, in elementary charge units: 0.06, 0.08, -0.71, -0.61, 0.24, 0.23, 0.42, 0.41, 0.45, 0.42, 0.46, 0.47, -0.93, 0.50, 0.47, -0.96, 0.46, 0.47, -0.93

No. 5
Below is 3 unconnected molecules or ions with the total composition C2H12N3O2, with properties calculated with ωB97M-V with the def2-TZVPD basis set.

Summary:
Multiplicity: 1
Net charge: +1
HOMO-LUMO gap (eV): 11.04
ΔE to the lowest compared entry with this formula, charge and spin (eV): 1.9682

Positions of all 19 atoms, in Å:
C1 1.501 0.398 -1.798
N1 0.155 0.348 -1.206
C2 -0.170 -0.812 -0.487
N2 -1.405 -0.732 0.150
N3 0.684 -1.798 -0.235
H1 2.289 0.872 -1.212
H2 1.343 0.625 -2.873
H3 1.808 -0.656 -1.890
H4 -0.463 1.134 -1.118
H5 -1.843 0.214 0.226
H6 -1.697 -1.565 0.599
H7 0.635 -2.180 0.596
H8 1.522 -2.028 -0.546
H9 -1.290 1.941 1.273
H10 -1.808 2.868 0.351
O1 -1.451 2.021 0.398
H11 0.213 -0.127 3.020
H12 1.564 -0.112 2.637
O2 0.664 0.076 2.313

What are the natural (NBO) partial charges on each atom? They are as follows, in elementary charge units: -0.43, -0.57, 0.71, -0.79, -0.76, 0.23, 0.24, 0.19, 0.44, 0.45, 0.41, 0.40, 0.41, 0.48, 0.50, -0.94, 0.46, 0.48, -0.94

No. 6
Below is 2 unconnected molecules or ions with the total composition C2H12N4, with properties calculated with ωB97M-V with the def2-TZVPD basis set.

Summary:
Multiplicity: 1
Net charge: 0
SMILES: NCN.NCN
HOMO-LUMO gap (eV): 9.50
ΔE to the lowest compared entry with this formula, charge and spin (eV): 0.5270

Positions of all 18 atoms, in Å:
N1 1.019 1.453 0.319
C1 1.594 0.267 -0.290
N2 2.725 -0.381 0.446
H1 0.613 1.329 1.238
H2 1.695 2.199 0.340
H3 0.893 -0.503 -0.463
H4 2.014 0.677 -1.201
H5 3.585 -0.217 -0.039
H6 2.758 -0.046 1.396
N3 -1.643 -1.084 0.973
C2 -2.089 -1.038 -0.407
N4 -1.771 0.216 -1.064
H7 -2.300 -0.663 1.613
H8 -0.758 -0.599 1.029
H9 -1.617 -1.888 -0.912
H10 -3.169 -1.162 -0.443
H11 -2.270 0.462 -1.898
H12 -1.279 0.979 -0.636

What are the natural (NBO) partial charges on each atom? They are as follows, in elementary charge units: -0.86, -0.06, -0.87, 0.35, 0.36, 0.18, 0.18, 0.36, 0.35, -0.83, -0.03, -0.92, 0.36, 0.34, 0.15, 0.17, 0.37, 0.39

No. 7
Below is 3 unconnected molecules or ions with the total composition C2H12NO2, with properties calculated with ωB97M-V with the def2-TZVPD basis set.

Summary:
Multiplicity: 2
Net charge: 0
HOMO-LUMO gap (alpha / beta) (eV): 3.38 / 12.13
<S²>: 0.750
ΔE to the lowest compared entry with this formula, charge and spin (eV): 0.0339

Positions of all 17 atoms, in Å:
C1 2.174 0.119 1.053
C2 0.872 -0.632 0.755
N1 0.076 0.118 -0.305
H1 2.560 -0.249 1.999
H2 2.003 1.192 1.094
H3 2.814 -0.050 0.185
H4 0.200 -0.682 1.610
H5 1.071 -1.613 0.343
H6 -0.399 -0.499 -0.970
H7 -0.676 0.708 0.129
H8 0.780 0.603 -0.860
H9 -2.147 -0.139 -2.778
H10 -0.880 0.029 -3.672
O1 -1.209 0.053 -2.767
H11 -2.164 -0.136 1.933
H12 -3.007 0.696 1.070
O2 -2.069 0.482 1.181

What are the natural (NBO) partial charges on each atom? They are as follows, in elementary charge units: -0.64, -0.34, -0.80, 0.23, 0.21, 0.21, 0.21, 0.20, 0.43, 0.45, 0.40, 0.46, 0.47, -1.07, 0.40, 0.42, -1.24

No. 8
Below is 3 unconnected molecules or ions with the total composition C2H12NO2, with properties calculated with ωB97M-V with the def2-TZVPD basis set.

Summary:
Multiplicity: 1
Net charge: +1
HOMO-LUMO gap (eV): 13.19
ΔE to the lowest compared entry with this formula, charge and spin (eV): 0.3325

Positions of all 17 atoms, in Å:
C1 2.042 -0.523 -0.100
C2 0.863 0.128 0.591
N1 -0.262 0.351 -0.401
H1 1.800 -1.586 -0.249
H2 2.112 -0.138 -1.116
H3 2.987 -0.494 0.428
H4 0.458 -0.353 1.471
H5 1.196 1.148 0.810
H6 -0.036 1.144 -0.977
H7 -1.013 0.755 0.172
H8 -0.606 -0.483 -0.916
H9 -0.376 -2.652 -0.853
H10 -1.771 -2.385 -1.577
O1 -1.212 -2.173 -0.832
H11 -2.745 2.107 1.409
H12 -1.539 3.002 1.197
O2 -1.899 2.151 0.943

What are the natural (NBO) partial charges on each atom? They are as follows, in elementary charge units: -0.63, -0.21, -0.71, 0.20, 0.22, 0.26, 0.23, 0.21, 0.42, 0.47, 0.46, 0.50, 0.51, -0.96, 0.50, 0.50, -0.98

No. 9
Below is 3 unconnected molecules or ions with the total composition C2H12NO2S, with properties calculated with ωB97M-V with the def2-TZVPD basis set.

Summary:
Multiplicity: 1
Net charge: +1
HOMO-LUMO gap (eV): 10.05
ΔE to the lowest compared entry with this formula, charge and spin (eV): 0.8238

Positions of all 18 atoms, in Å:
C1 -0.615 -0.977 -1.278
C2 0.814 -1.562 -1.604
S1 2.001 -1.262 -0.322
N1 -0.679 -0.188 0.002
H1 -1.422 -1.688 -1.235
H2 -0.812 -0.290 -2.102
H3 1.161 -1.322 -2.601
H4 0.553 -2.627 -1.584
H5 2.698 -2.402 -0.385
H6 -0.112 0.659 -0.012
H7 -0.145 -0.683 0.724
H8 -1.614 0.133 0.292
H9 -2.189 2.039 1.339
H10 -2.275 1.365 2.684
O1 -1.960 1.212 1.787
H11 1.401 3.017 0.787
H12 1.804 2.348 2.175
O2 1.391 2.227 1.331

What are the natural (NBO) partial charges on each atom? They are as follows, in elementary charge units: -0.22, -0.57, -0.03, -0.70, 0.23, 0.23, 0.24, 0.25, 0.17, 0.45, 0.45, 0.47, 0.49, 0.51, -0.97, 0.49, 0.50, -0.98

No. 10
Below is 3 unconnected molecules or ions with the total composition C2H12NO2S, with properties calculated with ωB97M-V with the def2-TZVPD basis set.

Summary:
Multiplicity: 1
Net charge: +1
HOMO-LUMO gap (eV): 10.27
ΔE to the lowest compared entry with this formula, charge and spin (eV): 0.0000

Positions of all 18 atoms, in Å:
C1 -0.499 0.218 0.899
C2 -1.829 -0.287 0.410
S1 -2.099 0.100 -1.388
N1 0.635 -0.162 -0.047
H1 -0.235 -0.257 1.838
H2 -0.457 1.309 0.982
H3 -2.649 0.220 0.910
H4 -1.976 -1.346 0.509
H5 -3.057 1.006 -1.177
H6 1.386 0.554 0.026
H7 0.281 -0.163 -1.010
H8 1.060 -1.042 0.264
H9 2.354 -2.838 1.158
H10 2.038 -2.229 2.498
O1 1.993 -2.026 1.549
H11 3.026 1.954 -1.105
H12 2.961 2.453 0.365
O2 2.741 1.720 -0.216

What are the natural (NBO) partial charges on each atom? They are as follows, in elementary charge units: -0.23, -0.53, -0.07, -0.72, 0.23, 0.23, 0.26, 0.24, 0.16, 0.47, 0.43, 0.46, 0.50, 0.50, -0.98, 0.50, 0.50, -0.97

What M values result from the calculations? In sequence: 112.13; 112.13; 112.13; 112.13; 110.14; 92.15; 82.12; 82.12; 114.19; 114.19 u.